Below is a cluster of 4 separate species, C19H49BFNO10PSSi2 in total, with properties calculated with ωB97M-V/def2-TZVPD.

Each atom is followed by the atoms it is bonded to, with distances in Å.
Atoms and positions in Å:
1 C -2.929 3.481 -3.581  C2 1.524, H19 1.092, H20 1.092, H21 1.092
2 C -1.491 3.085 -3.268  C1 1.524, C3 1.527, C4 1.538, H22 1.097
3 C -1.327 1.568 -3.320  C2 1.527, H23 1.092, H24 1.091, H25 1.093
4 C -0.978 3.686 -1.948  C2 1.538, Si5 1.868, H26 1.096, H27 1.093
5 Si -1.902 3.154 -0.414  C4 1.868, O6 1.612, P17 2.291, H28 1.483
6 O -1.661 1.590 -0.104  Si5 1.612, Si7 1.708
7 Si -2.653 0.466 0.715  O6 1.708, C8 1.895, B11 2.028, C14 1.908
8 C -4.451 1.065 0.762  Si7 1.895, C9 1.528, H29 1.095, H30 1.094
9 C -5.192 1.118 -0.573  C8 1.528, F10 1.403, H31 1.094, H32 1.090
10 F -6.311 0.271 -0.549  C9 1.403
11 B -2.044 0.126 2.619  Si7 2.028, N12 1.469, O13 1.399
12 N -2.546 -1.098 3.255  B11 1.469, H33 1.017, H34 1.016
13 O -1.197 1.006 3.300  B11 1.399, H35 0.965
14 C -2.438 -1.119 -0.325  Si7 1.908, O15 1.256, O16 1.248
15 O -1.526 -1.870 0.103  C14 1.256
16 O -3.124 -1.205 -1.364  C14 1.248
17 P -0.957 4.444 1.227  Si5 2.291, S18 1.969, H36 1.409, H37 1.409
18 S 0.760 3.767 1.912  P17 1.969
19 H -3.169 3.211 -4.611  C1 1.092
20 H -3.092 4.556 -3.477  C1 1.092
21 H -3.641 2.954 -2.942  C1 1.092
22 H -0.864 3.505 -4.063  C2 1.097
23 H -1.486 1.205 -4.338  C3 1.092
24 H -0.335 1.262 -2.986  C3 1.091
25 H -2.047 1.047 -2.684  C3 1.093
26 H -1.066 4.777 -2.006  C4 1.096
27 H 0.075 3.426 -1.814  C4 1.093
28 H -3.337 3.516 -0.514  Si5 1.483
29 H -4.960 0.316 1.378  C8 1.095
30 H -4.569 2.012 1.295  C8 1.094
31 H -5.570 2.125 -0.770  C9 1.094
32 H -4.566 0.798 -1.407  C9 1.090
33 H -1.797 -1.650 3.666  N12 1.017
34 H -3.203 -0.890 4.001  N12 1.016
35 H -0.287 0.686 3.285  O13 0.965
36 H -1.904 4.715 2.234  P17 1.409
37 H -0.831 5.714 0.629  P17 1.409
38 C -0.497 0.166 6.571  O39 1.416, H44 1.088, H45 1.094, H46 1.094
39 O -0.045 -0.855 5.702  C38 1.416, C40 1.415
40 C 1.364 -0.958 5.625  O39 1.415, C41 1.512, H47 1.095, H48 1.095
41 C 1.885 -2.137 6.417  C40 1.512, O42 1.419, H49 1.094, H50 1.095
42 O 1.683 -1.974 7.812  C41 1.419, C43 1.413
43 C 0.574 -2.695 8.310  O42 1.413, H51 1.096, H52 1.093, H53 1.089
44 H -1.578 0.066 6.656  C38 1.088
45 H -0.041 0.063 7.561  C38 1.094
46 H -0.272 1.156 6.161  C38 1.094
47 H 1.837 -0.035 5.977  C40 1.095
48 H 1.636 -1.098 4.573  C40 1.095
49 H 2.961 -2.237 6.246  C41 1.094
50 H 1.398 -3.054 6.067  C41 1.095
51 H 0.760 -3.775 8.279  C43 1.096
52 H -0.335 -2.477 7.745  C43 1.093
53 H 0.433 -2.393 9.346  C43 1.089
54 C 2.694 0.129 -3.928  O55 1.419, H60 1.089, H61 1.093, H62 1.094
55 O 2.467 0.089 -5.328  C54 1.419, C56 1.417
56 C 1.264 0.727 -5.720  O55 1.417, C57 1.512, H63 1.094, H64 1.095
57 C 1.515 2.096 -6.311  C56 1.512, O58 1.417, H65 1.094, H66 1.096
58 O 2.012 3.012 -5.350  C57 1.417, C59 1.411
59 C 3.407 3.211 -5.419  O58 1.411, H67 1.097, H68 1.093, H69 1.089
60 H 3.686 -0.282 -3.750  C54 1.089
61 H 2.654 1.151 -3.542  C54 1.093
62 H 1.960 -0.481 -3.395  C54 1.094
63 H 0.578 0.810 -4.872  C56 1.094
64 H 0.785 0.098 -6.478  C56 1.095
65 H 0.572 2.498 -6.692  C57 1.094
66 H 2.215 2.010 -7.151  C57 1.096
67 H 3.685 3.747 -6.335  C59 1.097
68 H 3.953 2.264 -5.383  C59 1.093
69 H 3.688 3.818 -4.560  C59 1.089
70 C 3.402 -5.657 -1.678  O71 1.411, H76 1.089, H77 1.093, H78 1.097
71 O 2.741 -5.837 -0.444  C70 1.411, C72 1.418
72 C 3.192 -4.960 0.574  O71 1.418, C73 1.514, H79 1.097, H80 1.095
73 C 2.288 -3.759 0.755  C72 1.514, O74 1.410, H81 1.097, H82 1.095
74 O 2.319 -2.904 -0.365  C73 1.410, C75 1.430
75 C 1.150 -3.010 -1.182  O74 1.430, H83 1.092, H84 1.094, H85 1.090
76 H 2.891 -6.280 -2.410  C70 1.089
77 H 3.363 -4.616 -2.007  C70 1.093
78 H 4.451 -5.973 -1.614  C70 1.097
79 H 4.209 -4.615 0.350  C72 1.097
80 H 3.225 -5.533 1.507  C72 1.095
81 H 2.644 -3.192 1.625  C73 1.097
82 H 1.264 -4.085 0.963  C73 1.095
83 H 0.267 -2.623 -0.670  C75 1.092
84 H 0.984 -4.045 -1.496  C75 1.094
85 H 1.322 -2.391 -2.062  C75 1.090

Values from the calculation:
* E_HOMO: -4.2 eV
* charge: -1

Table of Mulliken atomic charges, one value per atom, all in e: -1.622 0.979 -0.984 -1.081 0.185 0.393 -0.124 -0.793 0.008 -0.396 0.488 -0.612 -0.491 0.618 -0.862 -0.698 0.029 -0.443 0.460 0.394 0.206 0.226 0.482 0.096 -0.167 0.422 0.422 -0.144 0.521 0.429 0.225 0.014 0.170 0.194 0.205 0.065 0.061 -0.853 -0.233 -0.493 -0.621 -0.376 -0.640 0.234 0.421 0.272 0.368 0.367 0.383 0.331 0.327 0.246 0.236 -0.370 -0.421 0.192 -0.648 -0.306 -0.829 0.280 0.282 0.018 -0.272 0.411 0.401 0.408 0.314 0.361 0.243 -0.693 -0.370 -0.539 -0.352 -0.366 -0.298 0.244 0.288 0.319 0.312 0.355 0.319 0.294 0.312 0.294 -0.026